Record 1
Entry from the Open Molecules 2025 dataset: a structure of composition C38H57BCdF4N5O2S4 (ωB97M-V/def2-TZVPD).

```
112
Properties=species:S:1:pos:R:3:mulliken_charge:R:1
Cd 0.627 -0.469 -0.034 5.4487
C 1.601 1.579 1.444 -0.4793
C 1.635 1.665 -0.018 -0.6614
C 0.633 2.699 -0.346 -0.3884
C 0.087 3.126 0.857 -0.7145
C 0.666 2.451 1.967 -0.0373
C 0.354 2.730 3.431 2.7031
C 1.648 2.682 4.257 -1.8967
C -0.625 1.699 4.006 -1.1656
C -0.263 4.124 3.577 -2.1080
C 0.038 3.235 -1.666 3.5117
C -1.065 2.290 -2.176 -0.5559
C -0.614 4.609 -1.433 -2.1695
C 1.043 3.443 -2.803 -2.0685
C 3.023 1.426 -0.691 3.0742
C 3.731 2.770 -0.970 -1.8186
C 2.945 0.576 -1.974 -2.0331
C 3.955 0.646 0.255 -2.0256
H 2.279 0.973 2.027 -0.1249
H -0.690 3.876 0.952 0.2014
H 2.068 1.672 4.255 0.2137
H 1.458 2.970 5.298 0.4510
H 2.393 3.361 3.835 0.3973
H -0.271 0.693 3.785 -0.1809
H -1.621 1.814 3.558 -0.1651
H -0.727 1.829 5.092 0.6788
H 0.380 4.885 3.124 0.3703
H -0.398 4.369 4.635 0.4600
H -1.244 4.177 3.093 0.2603
H -1.873 2.231 -1.437 -0.8130
H -0.692 1.279 -2.347 -0.4548
H -1.491 2.671 -3.113 0.6899
H -1.530 4.528 -0.842 0.2599
H -0.885 5.051 -2.397 0.4939
H 0.066 5.295 -0.918 0.3781
H 1.599 2.536 -3.023 0.2787
H 1.749 4.240 -2.560 0.3555
H 0.503 3.737 -3.709 0.5651
H 3.498 3.160 -1.956 0.2716
H 4.817 2.636 -0.922 0.5407
H 3.447 3.519 -0.224 0.1709
H 2.071 0.806 -2.577 0.1194
H 2.871 -0.487 -1.717 -0.2036
H 3.848 0.701 -2.581 0.5510
H 4.239 1.243 1.125 0.3717
H 4.866 0.386 -0.292 0.6199
H 3.500 -0.288 0.599 -0.0177
C -3.777 1.729 1.173 -0.9398
N -3.836 0.293 0.943 0.0401
C -4.931 -0.108 0.064 -1.1116
C -2.606 -0.346 0.811 -0.2537
N -1.468 0.201 0.846 0.5661
N -2.742 -1.742 0.717 0.3565
C -1.726 -2.688 0.576 -0.9696
N -2.174 -3.979 0.827 -0.4861
N -0.532 -2.399 0.282 0.8123
H -4.747 2.057 1.547 0.3337
H -3.543 2.292 0.262 0.3592
H -3.026 1.962 1.925 0.1157
H -5.829 0.422 0.377 0.4184
H -5.145 -1.172 0.127 0.3381
H -4.732 0.140 -0.985 0.2884
H -1.428 1.218 0.863 -1.5293
H -3.601 -2.112 1.076 0.3640
H -3.067 -4.217 0.421 0.2470
H -1.467 -4.671 0.625 0.3288
H 0.089 -3.208 0.208 -0.7124
O 0.790 -1.153 2.707 -0.8592
S 0.364 -2.473 3.266 0.7372
C -1.185 -2.176 4.222 -0.4579
C -0.799 -1.946 5.677 -0.4212
C 0.343 -2.926 5.948 -0.6501
C 1.326 -2.736 4.801 -0.7531
H -1.796 -3.077 4.103 0.5404
H -1.679 -1.329 3.741 -0.1668
H -1.642 -2.094 6.355 0.4549
H -0.440 -0.923 5.805 0.0706
H -0.042 -3.951 5.951 0.2808
H 0.816 -2.749 6.916 0.4023
H 1.994 -3.578 4.623 0.4115
H 1.915 -1.823 4.904 0.1941
O -0.118 -0.660 -2.183 -0.3570
C -0.167 -1.497 -3.266 2.6586
C -1.363 -2.470 -3.118 -0.8654
C -2.546 -2.159 -2.522 -0.0138
C -3.523 -3.190 -2.625 -0.8679
C -3.060 -4.278 -3.304 -0.7007
S -1.440 -4.048 -3.810 -0.1440
C -0.443 -0.639 -4.526 -1.1341
C 0.210 0.501 -4.884 -0.1964
C -0.284 1.090 -6.083 -1.2069
C -1.316 0.384 -6.622 -0.5108
S -1.687 -0.991 -5.668 -0.1541
C 1.143 -2.266 -3.509 -0.5791
C 2.081 -2.126 -4.490 -0.4324
C 3.236 -2.939 -4.281 -0.8056
C 3.147 -3.686 -3.147 -0.6830
S 1.665 -3.419 -2.344 0.2681
H -2.699 -1.202 -2.037 0.2168
H -4.527 -3.122 -2.220 0.4123
H -3.573 -5.201 -3.535 0.4551
H 1.014 0.918 -4.291 0.8517
H 0.112 2.001 -6.516 0.4130
H -1.884 0.592 -7.518 0.4339
H 1.973 -1.446 -5.325 0.5397
H 4.093 -2.952 -4.944 0.3807
H 3.865 -4.378 -2.727 0.5273
F 1.378 -4.515 0.872 -0.4488
B 2.571 -3.749 1.080 -0.0100
F 3.648 -4.347 0.411 -0.3678
F 2.834 -3.629 2.464 -0.2361
F 2.330 -2.456 0.520 -0.1472
```

Output
Maximum force, eV/Å: 0.55
Gap between HOMO and LUMO, eV: 6.39
Total charge: -1
ΔE to the lowest compared entry with this formula, charge and spin, eV: 1.6765

***

Record 2
Entry from the Open Molecules 2025 dataset: the ion C3H6N3O2 with charge +1 at a distorted geometry (ωB97M-V/def2-TZVPD).

```
14
Properties=species:S:1:pos:R:3:mulliken_charge:R:1
H -0.707 -0.179 1.937 0.2701
N -1.510 -0.008 1.360 -0.5152
C -1.557 -0.112 0.142 0.5633
N -2.575 0.024 -0.683 -0.3363
O -0.332 -0.459 -0.744 -0.3283
N 0.851 -0.574 -0.161 0.3688
O 1.133 -1.779 0.411 -0.3242
C 1.654 0.388 -0.027 0.5530
C 2.481 1.360 -0.039 -0.6740
H -3.468 0.291 -0.302 0.2658
H -2.443 -0.025 -1.678 0.2269
H 0.736 -2.507 -0.103 0.3836
H 2.587 2.072 0.768 0.2729
H 3.152 1.508 -0.880 0.2734
```

Output
Maximum force, eV/Å: 1.47
Gap between HOMO and LUMO, eV: 9.50
Total charge: +1
ΔE to the lowest compared entry with this formula, charge and spin, eV: 5.0458

***

Record 3
Entry from the Open Molecules 2025 dataset: a structure of composition C15H13ClN2O2S3V at a distorted geometry (ωB97M-V/def2-TZVPD).

```
37
Properties=species:S:1:pos:R:3:mulliken_charge:R:1
V 0.950 0.265 0.704 0.8351
S 1.714 1.304 2.643 -0.1734
C 2.559 -0.208 2.499 0.8644
C 3.490 -0.732 3.420 -0.5313
C 4.343 -1.755 3.048 -0.1608
C 4.295 -2.226 1.716 -0.6134
C 3.277 -1.851 0.904 -0.1488
N 2.425 -0.896 1.305 -0.2385
H 3.452 -0.319 4.475 0.3651
H 4.923 -2.295 3.782 0.4748
H 5.066 -2.939 1.387 0.4076
H 3.079 -2.237 -0.098 0.4948
Cl 0.154 4.957 -4.715 -0.0613
C 0.438 3.492 -3.757 0.3221
C 1.400 2.506 -4.002 -0.4170
C 1.434 1.365 -3.229 -0.4351
C 0.723 1.284 -2.010 0.6856
O 1.020 0.260 -1.197 -0.5143
C -0.286 2.325 -1.730 0.5562
C -1.047 2.232 -0.544 0.0582
O -0.666 1.609 0.568 -0.4731
C -0.428 3.413 -2.642 -0.9961
H 2.230 2.665 -4.738 0.4224
H 2.107 0.553 -3.398 0.4890
H -1.946 2.825 -0.572 0.5806
H -1.169 4.227 -2.573 0.4390
S -0.814 -1.960 0.593 -0.1493
C -2.458 -1.699 0.768 0.4642
N -3.362 -2.450 1.448 -0.1519
C -4.753 -2.170 1.239 -0.5223
C -4.802 -1.113 0.128 -0.5174
S -3.183 -0.459 -0.212 -0.0289
H -3.013 -3.161 2.125 0.2841
H -5.211 -1.798 2.210 0.3085
H -5.275 -3.103 0.920 0.3053
H -5.544 -0.364 0.376 0.4259
H -5.125 -1.547 -0.844 0.3501
```

Output
Maximum force, eV/Å: 3.69
Gap between HOMO and LUMO (alpha / beta), eV: 4.48 / 4.48
Total charge: +3

***

Record 4
Entry from the Open Molecules 2025 dataset: a structure of composition C3H35O15V at a distorted geometry (ωB97M-V/def2-TZVPD).

```
54
Properties=species:S:1:pos:R:3:mulliken_spin:R:1
V -1.791 -1.224 3.145 3.0234
C -0.958 -0.746 -1.285 0.0020
C -0.884 -1.431 0.061 -0.0108
C 0.581 -1.533 0.525 0.0915
O -1.461 -0.771 1.167 -0.0548
H -0.407 0.223 -1.145 -0.0015
H -1.964 -0.719 -1.663 0.0002
H -0.397 -1.300 -2.058 -0.0003
H -1.293 -2.345 0.131 -0.0355
H 1.115 -0.625 0.354 -0.0066
H 1.120 -2.310 0.043 0.0040
H 0.681 -1.816 1.545 -0.0311
O -0.715 1.778 0.689 0.0003
H -1.088 0.894 0.809 0.0099
H -1.482 2.297 0.548 -0.0009
O -0.651 -3.104 3.425 0.0096
H -0.746 -3.526 4.263 -0.0009
H 0.161 -3.459 3.065 0.0001
O -0.039 -0.010 3.472 -0.0039
H 0.586 -0.437 4.080 0.0032
H 0.622 0.405 2.863 -0.0002
O -3.990 0.969 -2.830 -0.0001
H -4.310 0.178 -2.565 0.0000
H -3.759 1.328 -1.995 0.0001
O 2.054 -0.184 -3.005 0.0000
H 1.729 -1.043 -2.934 0.0000
H 1.376 0.369 -2.599 0.0000
O 3.283 -0.976 2.241 0.0002
H 3.386 -1.114 1.273 0.0002
H 2.598 -0.366 2.037 0.0000
O 1.798 1.454 2.329 -0.0008
H 1.409 2.138 1.792 0.0000
H 1.993 1.792 3.246 0.0000
O -1.766 1.401 -4.435 0.0000
H -2.487 1.119 -3.933 0.0000
H -1.869 2.361 -4.609 0.0000
O 3.814 -0.945 -0.443 -0.0001
H 3.088 -1.038 -1.047 0.0001
H 4.215 -0.012 -0.456 0.0000
O 0.364 2.097 -2.872 -0.0001
H -0.401 1.903 -3.471 0.0000
H 0.798 2.855 -3.334 0.0000
O -2.099 2.751 -1.594 -0.0001
H -2.098 3.523 -2.198 0.0000
H -1.375 2.224 -1.876 -0.0002
O 2.145 -3.383 3.133 0.0006
H 2.466 -2.537 2.799 0.0001
H 2.481 -3.430 4.062 0.0002
O 1.837 1.552 -0.463 0.0001
H 1.588 2.129 -1.202 0.0001
H 1.086 1.587 0.148 0.0001
O -3.818 0.248 0.078 0.0002
H -3.569 0.987 0.611 0.0008
H -2.957 -0.177 0.077 0.0010
```

Output
<S²>: 3.76
Maximum force, eV/Å: 4.70
Gap between HOMO and LUMO (alpha / beta), eV: 7.72 / 8.02
Total charge: +1
2S+1: 4

***

Record 5
Entry from the Open Molecules 2025 dataset: the ion C4H7O3 with charge -1 at a distorted geometry (ωB97M-V/def2-TZVPD).

```
14
Properties=species:S:1:pos:R:3:mulliken_charge:R:1
O 0.250 -0.706 2.362 -0.5919
C 0.628 0.221 1.680 0.4504
O 1.512 1.090 2.240 -0.4641
C 0.143 0.495 0.297 -0.3016
C -0.259 -0.749 -0.456 -0.5896
C -0.839 -0.191 -1.907 -0.3971
O -1.256 1.038 -1.869 -0.8256
H 1.667 0.802 3.135 0.3143
H 0.878 1.023 -0.301 0.2783
H -0.739 1.137 0.346 0.2433
H 0.578 -1.433 -0.609 0.2953
H -1.095 -1.321 -0.059 0.2575
H -1.536 -1.004 -2.250 0.2280
H 0.068 -0.403 -2.608 0.1028
```

Output
Maximum force, eV/Å: 2.62
Gap between HOMO and LUMO, eV: 5.85
Total charge: -1
ΔE to the lowest compared entry with this formula, charge and spin, eV: 1.9482

***

Record 6
Entry from the Open Molecules 2025 dataset: the molecule C3H3ClFNS at a distorted geometry (ωB97M-V/def2-TZVPD).

```
10
Properties=species:S:1:pos:R:3:mulliken_charge:R:1
F 0.924 -1.242 -1.476 -0.2528
C 0.133 -0.898 -0.439 0.3361
C 1.013 -0.119 0.511 -0.0861
N 1.107 1.126 0.824 -0.3518
S -0.052 2.105 0.118 -0.0796
C -1.180 -1.130 -0.547 -0.3073
Cl -2.339 -0.654 0.626 -0.1276
H 1.826 -0.724 0.910 0.3260
H 0.220 3.182 0.818 0.1466
H -1.653 -1.646 -1.345 0.3966
```

Output
Maximum force, eV/Å: 1.78
Gap between HOMO and LUMO, eV: 9.63
ΔE to the lowest compared entry with this formula, charge and spin, eV: 1.1827

***

What is the maximum force in the fifth record?
2.62 eV/Å